# 1
C19H27N2O4 | ωB97M-V/def2-TZVPD

Values from the calculation:
**Kohn-Sham gap**: 8.3 eV
**SMILES**: CCN1CC[NH+](C[C@H](O)COc2ccc3c(C)cc(=O)oc3c2)CC1
**ΔE to the lowest compared entry with this formula, charge and spin**: 0.0 kJ/mol
**Charge**: +1
**Energy**: -1150.4534 a.u.

Each line ends with the Mulliken charge.
Atoms and positions in Å:
1 C -7.32559 0.43038 1.75198  -1.04
2 C -6.51892 1.61078 2.29220  -0.70
3 N -5.08282 1.54747 2.07804  0.05
4 C -4.65044 1.60551 0.70095  -0.76
5 C -3.16526 1.96315 0.68008  -0.76
6 N -2.39621 0.92646 1.40771  0.22
7 C -0.93249 1.11667 1.31888  -1.30
8 C -0.44195 0.56081 -0.02873  0.73
9 O -1.18681 -0.61427 -0.26541  -0.62
10 C 1.05988 0.25434 -0.00258  -1.08
11 O 1.34190 -0.32958 -1.25208  -0.28
12 C 2.64019 -0.68117 -1.53272  0.68
13 C 2.86091 -1.22931 -2.80045  -1.09
14 C 4.12432 -1.61533 -3.17459  -0.61
15 C 5.21330 -1.47428 -2.30574  0.64
16 C 6.57115 -1.85556 -2.62586  1.25
17 C 6.88694 -2.44034 -3.96136  -1.60
18 C 7.52622 -1.66603 -1.68915  -0.50
19 C 7.25696 -1.10045 -0.38259  0.07
20 O 8.06307 -0.91293 0.48821  -0.60
21 O 5.94578 -0.74839 -0.12691  -0.51
22 C 4.97367 -0.92495 -1.03752  -0.43
23 C 3.69179 -0.52924 -0.65214  -0.13
24 C -2.89994 0.81314 2.79487  -0.71
25 C -4.39232 0.48481 2.77085  -0.69
26 H -8.37752 0.58875 1.96786  0.41
27 H -7.02198 -0.50193 2.22197  0.30
28 H -7.21312 0.33694 0.67451  0.30
29 H -6.67477 1.69913 3.36956  0.39
30 H -6.86745 2.53605 1.82830  0.38
31 H -5.21114 2.38537 0.18449  0.48
32 H -4.80085 0.65457 0.15886  0.35
33 H -2.80303 2.02792 -0.34556  0.38
34 H -3.01291 2.91804 1.18638  0.37
35 H -2.55796 0.02384 0.92311  0.47
36 H -0.67887 2.17016 1.43435  0.33
37 H -0.46450 0.54657 2.12454  0.45
38 H -0.62551 1.27989 -0.84163  0.25
39 H -0.71634 -1.13190 -0.93334  0.38
40 H 1.63168 1.17806 0.14623  0.53
41 H 1.28593 -0.44946 0.81061  0.49
42 H 2.02472 -1.33690 -3.47196  0.41
43 H 4.27804 -2.03371 -4.15561  0.45
44 H 6.32028 -3.35705 -4.11755  0.38
45 H 7.94611 -2.66809 -4.03495  0.37
46 H 6.62379 -1.74032 -4.75294  0.38
47 H 8.55651 -1.93038 -1.86752  0.41
48 H 3.58110 -0.11408 0.33560  0.52
49 H -2.34788 0.03088 3.31755  0.42
50 H -2.74145 1.76966 3.29613  0.33
51 H -4.76003 0.43029 3.79614  0.49
52 H -4.53619 -0.50398 2.29897  0.35

Atomic forces in eV per Å
0.2 0.2 0.1
-0.3 -0.2 -0.1
0.3 0.0 0.0
0.2 0.1 0.2
-0.7 0.4 -0.5
0.0 -0.4 -0.2
0.8 -0.2 -0.3
0.4 0.3 -0.1
0.0 -0.2 0.1
-0.3 0.2 0.2
-0.1 0.0 0.0
0.4 -0.2 -0.2
-0.2 0.1 0.1
0.1 0.1 0.3
-0.2 0.2 0.5
0.5 0.1 0.4
0.1 0.0 0.1
-0.3 -0.1 -0.5
0.5 0.0 0.4
-0.3 -0.1 -0.3
-0.1 0.1 0.2
-0.5 -0.2 -0.7
0.0 0.1 0.1
-0.5 -0.3 0.8
0.1 0.2 0.0
-0.1 0.0 0.0
0.0 -0.1 0.0
0.0 -0.1 -0.1
0.0 0.1 0.0
0.0 0.0 0.1
0.1 0.0 -0.1
0.0 0.1 0.0
0.1 -0.1 0.1
0.1 -0.1 0.0
0.0 0.2 0.1
-0.1 0.0 0.0
-0.2 0.0 0.0
0.0 -0.1 0.1
-0.1 0.0 0.0
0.0 0.0 0.0
0.0 0.1 0.0
-0.1 0.0 -0.1
0.0 -0.1 -0.1
0.0 -0.1 -0.1
0.0 0.0 0.0
0.0 0.0 -0.1
0.1 0.0 0.0
0.0 0.1 0.1
0.1 0.0 -0.2
0.1 0.0 -0.1
0.1 -0.1 0.0
0.0 0.0 0.1

***

# 2
C19H27N3O2 | ωB97M-V/def2-TZVPD

Values from the calculation:
**Kohn-Sham gap**: 9.4 eV
**SMILES**: C[C@H](NC(=O)[C@@H]1Cc2ccccc2CN1)C(=O)NC1CCCCC1
**ΔE to the lowest compared entry with this formula, charge and spin**: 3.6 kJ/mol
**Charge**: 0
**Energy**: -1055.0241 a.u.

Each line ends with the Mulliken charge.
Atoms and positions in Å:
1 C 1.93472 0.09457 -0.04559  -1.35
2 C 0.80846 -0.94838 -0.07141  -0.18
3 N 0.32022 -1.12946 -1.41208  0.15
4 C 0.91983 -1.89210 -2.33197  -0.07
5 O 1.91756 -2.55720 -2.12520  -0.72
6 C 0.26224 -1.82281 -3.72313  0.14
7 C 1.28679 -1.11050 -4.63222  -1.37
8 C 1.45186 0.27005 -4.08002  0.79
9 C 2.67728 0.84777 -3.79499  -0.71
10 C 2.73190 2.10380 -3.21521  -0.59
11 C 1.56241 2.77686 -2.90286  -0.61
12 C 0.33375 2.19854 -3.17311  -0.93
13 C 0.27466 0.94824 -3.76587  1.08
14 C -1.01299 0.26336 -4.11058  -1.02
15 N -1.01427 -1.12898 -3.66125  -0.40
16 C -0.36111 -0.45925 0.78551  0.46
17 O -1.36089 0.02295 0.29397  -0.73
18 N -0.16125 -0.58679 2.10953  -0.11
19 C -1.10939 -0.14098 3.11130  -0.22
20 C -0.49148 0.94578 3.99296  -0.75
21 C -1.50081 1.41871 5.03505  -0.67
22 C -1.97498 0.24818 5.89089  -0.64
23 C -2.58686 -0.83902 5.01277  -0.65
24 C -1.57935 -1.31564 3.97057  -0.77
25 H 1.56926 1.04052 -0.43905  0.23
26 H 2.75010 -0.25111 -0.67548  0.40
27 H 2.30466 0.24612 0.96544  0.48
28 H 1.19086 -1.90846 0.29718  0.35
29 H -0.53969 -0.64852 -1.65170  0.32
30 H 0.11943 -2.85278 -4.06579  0.54
31 H 0.90565 -1.07790 -5.65771  0.39
32 H 2.22728 -1.66025 -4.62179  0.42
33 H 3.58702 0.31211 -4.02392  0.42
34 H 3.68884 2.55498 -2.99726  0.40
35 H 1.60787 3.75255 -2.44122  0.40
36 H -0.57983 2.71667 -2.91961  0.41
37 H -1.86117 0.76701 -3.63593  0.42
38 H -1.15029 0.33673 -5.20458  0.36
39 H -1.74000 -1.64202 -4.14453  0.34
40 H 0.69141 -1.00955 2.44164  0.34
41 H -1.95682 0.27231 2.55523  0.35
42 H -0.17241 1.78290 3.36927  0.35
43 H 0.39105 0.54143 4.49628  0.32
44 H -1.04625 2.18383 5.66728  0.34
45 H -2.35738 1.86745 4.52814  0.33
46 H -2.71066 0.59496 6.61871  0.31
47 H -1.12764 -0.16487 6.44320  0.31
48 H -2.90544 -1.68175 5.62912  0.34
49 H -3.46839 -0.44194 4.50552  0.33
50 H -2.02926 -2.07720 3.33119  0.34
51 H -0.71651 -1.76093 4.47332  0.32

Atomic forces in eV per Å
-0.1 -0.2 0.0
0.2 0.1 -0.2
-0.4 0.2 0.4
-0.5 0.0 -0.1
0.5 -0.3 0.0
0.4 -0.2 0.1
-0.1 -0.2 0.1
0.0 0.1 -0.1
0.0 0.0 0.0
0.1 0.1 0.0
0.1 0.1 0.0
0.0 -0.1 -0.1
0.0 0.1 -0.1
-0.3 0.2 -0.2
-0.3 -0.2 -0.3
0.5 -0.4 -0.1
-0.4 0.2 -0.2
0.1 0.0 0.4
0.1 0.0 0.1
-0.4 0.1 -0.2
0.3 -0.1 0.2
-0.3 0.1 -0.1
0.3 -0.1 0.2
-0.3 0.2 -0.2
0.0 0.1 0.0
0.1 0.0 0.0
0.1 0.0 0.1
-0.1 0.1 0.0
0.1 -0.2 0.0
0.0 0.1 0.1
0.0 0.0 0.0
0.0 0.0 0.0
0.1 -0.1 0.0
0.1 0.0 0.0
0.0 0.1 0.0
-0.1 0.0 0.0
0.1 0.1 -0.1
0.0 0.0 0.2
0.1 0.0 0.1
0.0 0.0 -0.1
0.1 0.0 0.1
0.1 0.0 0.0
0.1 0.0 0.0
-0.1 0.1 0.0
-0.1 0.1 0.0
0.0 0.0 0.1
0.0 0.0 0.1
-0.1 0.0 0.0
-0.1 0.0 0.0
0.1 0.0 0.0
0.1 -0.1 0.0

***

# 3
C19H27N3O2S | ωB97M-V/def2-TZVPD

Values from the calculation:
**Kohn-Sham gap**: 9.2 eV
**SMILES**: CC(C)[C@H](NC(=O)c1ccc(C(C)(C)C)cc1)C(=O)NC1=NCCS1
**ΔE to the lowest compared entry with this formula, charge and spin**: 95.3 kJ/mol
**Charge**: 0
**Energy**: -1453.1892 a.u.

Each line ends with the Mulliken charge.
Atoms and positions in Å:
1 C -3.35473 -3.71973 3.07705  -1.62
2 C -2.53394 -2.44295 2.92005  0.69
3 C -1.24130 -2.54407 3.72680  -1.55
4 C -2.22994 -2.19081 1.42830  -0.32
5 N -1.17396 -1.21436 1.24796  0.25
6 C -1.42433 0.03936 0.81343  0.28
7 O -2.55824 0.47220 0.70492  -0.64
8 C -0.21762 0.81485 0.42235  0.38
9 C -0.31994 1.67493 -0.66631  -1.60
10 C 0.78345 2.37184 -1.11332  -0.42
11 C 2.02078 2.25633 -0.48153  0.66
12 C 3.20858 3.04208 -1.01282  2.11
13 C 4.47957 2.82488 -0.18721  -2.13
14 C 2.87219 4.53965 -0.98665  -1.65
15 C 3.49090 2.59642 -2.45500  -1.61
16 C 2.10446 1.41340 0.62140  -0.21
17 C 1.00748 0.69595 1.06516  -0.99
18 C -3.49614 -1.75491 0.69048  -0.14
19 O -4.57565 -1.63656 1.20730  -0.64
20 N -3.40752 -1.66714 -0.69673  -0.04
21 C -2.31944 -1.66293 -1.50757  0.45
22 N -1.17891 -2.13844 -1.25943  -0.29
23 C -0.20147 -1.94361 -2.28241  -0.58
24 C -0.85269 -1.38968 -3.57294  -0.44
25 S -2.54761 -0.91692 -3.12049  -0.22
26 H -4.29035 -3.63925 2.53253  0.39
27 H -2.80019 -4.57891 2.70311  0.36
28 H -3.58352 -3.88859 4.12626  0.42
29 H -3.12174 -1.59656 3.28573  0.29
30 H -0.60496 -3.33507 3.33314  0.33
31 H -1.47276 -2.77715 4.76303  0.46
32 H -0.69255 -1.60604 3.70609  0.25
33 H -1.89701 -3.12307 0.95378  0.59
34 H -0.23598 -1.57370 1.18516  0.37
35 H -1.27589 1.77889 -1.15782  0.47
36 H 0.67109 3.01980 -1.96928  0.35
37 H 4.33653 3.14481 0.84227  0.44
38 H 4.78324 1.78053 -0.19888  0.43
39 H 5.29049 3.41340 -0.61123  0.43
40 H 3.72287 5.11915 -1.33865  0.46
41 H 2.63605 4.85404 0.02770  0.39
42 H 2.02048 4.76830 -1.62073  0.33
43 H 4.34379 3.14093 -2.85405  0.45
44 H 3.71790 1.53233 -2.48326  0.38
45 H 2.63724 2.78086 -3.10131  0.34
46 H 3.03384 1.30122 1.15542  0.48
47 H 1.10803 0.06351 1.93603  0.47
48 H -4.25993 -1.30490 -1.11027  0.22
49 H 0.29464 -2.89837 -2.47665  0.39
50 H 0.55072 -1.24214 -1.90126  0.10
51 H -0.33441 -0.51142 -3.95120  0.32
52 H -0.91159 -2.14237 -4.35845  0.38

Atomic forces in eV per Å
0.0 0.3 0.0
0.1 -0.2 -0.2
-0.3 0.2 -0.1
-0.1 0.2 0.7
0.0 0.0 0.4
0.3 -0.1 0.2
0.0 0.4 0.0
0.2 0.2 -0.1
-0.1 -0.1 0.1
0.0 0.0 0.0
0.0 -0.1 0.1
0.2 0.1 -0.1
-0.2 0.0 -0.1
0.0 -0.2 0.0
0.0 0.1 0.2
0.1 0.1 -0.1
-0.3 -0.1 0.0
0.0 -0.4 -0.2
-0.1 0.0 0.1
-0.9 0.0 -0.2
0.7 0.0 -0.9
-0.3 -0.5 0.5
0.2 0.2 -0.2
-0.2 0.0 -0.2
0.1 0.1 0.1
-0.1 -0.1 0.0
0.1 -0.1 0.0
0.0 -0.1 0.1
0.0 0.0 0.0
0.1 -0.1 0.0
0.0 -0.1 0.1
0.1 0.0 0.0
0.0 0.1 0.0
-0.1 0.1 -0.2
-0.1 0.0 0.0
0.0 0.1 -0.1
0.0 0.0 0.1
0.1 -0.1 0.1
0.1 0.1 0.0
0.1 0.1 -0.1
0.0 0.1 0.1
-0.1 0.1 -0.1
0.1 0.1 -0.1
0.0 -0.1 0.0
-0.1 0.0 -0.1
0.1 0.0 0.0
0.0 -0.1 0.1
0.1 -0.1 0.2
0.1 0.1 -0.1
0.0 -0.1 -0.1
0.0 0.0 0.0
0.1 0.1 0.0

***

- Among the records above, which one has the highest charge?
  C19H27N2O4